C14H42CrKO24P2V | ωB97M-V/def2-TZVPD

Properties
charge: -1
⟨S²⟩: 3.817
orbital gap (spin up / spin down): 6.0193 / 6.0710 eV
energy above the lowest of the compared OMol25 structures with the same formula, charge and spin: 0.0 kcal per mole
spin multiplicity: 4
highest occupied orbital energy (spin up / spin down): -4.6112 / -4.6637 eV

Geometry as XYZ:
```
85
Properties=species:S:1:pos:R:3:forces:R:3:lowdin_spin:R:1
K -1.0578 -2.2772 -1.6983 -0.6 0.3 0.2 0.00
Cr -1.9639 1.5102 -1.1502 -4.3 0.7 -2.2 2.94
O -2.7480 -0.7619 2.6725 0.8 -0.2 -0.2 0.00
V -1.4443 -1.1228 1.8420 -1.0 -0.4 -1.6 0.02
O -1.5785 -2.5827 1.2191 -0.1 0.6 0.7 0.00
P -0.0607 0.4949 0.0220 -6.3 0.6 -0.3 0.02
O -1.5753 0.0092 0.1022 -1.9 -3.7 3.6 0.01
O -0.6144 1.9457 0.4475 4.0 0.0 -0.3 0.00
O -0.2586 0.3983 -1.5187 4.4 0.3 -0.6 0.02
O 0.4927 -0.5514 1.0025 2.1 1.0 0.0 0.01
P -4.0615 0.9756 -2.8302 -1.6 0.8 -0.4 0.01
O -4.3565 -0.4416 -3.3003 1.1 0.1 0.3 0.00
O -5.1242 1.9513 -3.2615 1.0 0.0 0.3 0.00
O -2.5642 1.4848 -3.0254 1.3 -0.2 -0.2 -0.05
O -3.8137 1.0173 -1.2426 -0.1 -0.6 1.4 -0.05
C 3.6812 -0.2635 0.2057 -0.8 0.2 0.1 0.00
C 5.1595 -0.2423 0.2635 1.2 0.1 -0.3 0.00
O 5.7131 -0.1166 -1.0449 0.1 0.1 0.0 0.00
O 3.2042 -0.6612 1.4755 -0.9 -0.4 -0.1 0.00
H 3.3699 -0.9316 -0.6097 -0.2 0.0 0.1 0.00
H 3.3211 0.7485 -0.0203 0.0 -0.1 -0.3 0.00
H 5.5740 -1.1411 0.7278 -0.3 0.0 0.3 0.00
H 5.4878 0.6207 0.8399 0.2 0.0 0.0 0.00
H 5.7002 -0.9967 -1.4318 0.0 0.1 -0.1 0.00
H 2.2188 -0.6972 1.3941 0.8 0.2 0.3 0.00
C 2.4755 -3.6772 0.0257 0.0 0.1 -1.0 0.00
C 2.4357 -5.1826 -0.0180 -0.1 -0.3 1.1 0.00
O 2.0602 -5.7643 1.2597 0.1 0.6 -0.8 0.00
O 1.1478 -3.1675 0.0457 0.2 -0.1 0.1 0.00
H 2.9676 -3.3413 -0.9099 0.0 0.0 0.3 0.00
H 3.0670 -3.3267 0.8749 -0.1 0.0 0.1 0.00
H 3.4546 -5.5236 -0.2166 -0.1 -0.2 0.0 0.00
H 1.7612 -5.5383 -0.8092 0.1 0.1 0.1 0.00
H 1.3473 -5.2143 1.6167 0.1 -0.1 -0.2 0.00
H 1.1824 -2.2262 0.2759 -0.2 -0.2 0.2 0.00
C 2.3765 -1.1606 -3.9752 -0.1 -0.9 0.2 0.00
C 1.8515 0.2303 -4.1031 -0.8 0.6 0.0 0.00
O 1.8619 0.9154 -2.8693 0.3 0.0 -0.4 0.00
O 1.4643 -2.0049 -3.2120 0.2 0.4 -0.2 0.00
H 3.3333 -1.1114 -3.4407 0.0 0.0 -0.1 0.00
H 2.5142 -1.6232 -4.9616 0.1 0.2 0.1 0.00
H 0.8278 0.2562 -4.5068 0.1 -0.4 0.0 0.00
H 2.4492 0.7595 -4.8518 0.3 0.1 0.2 0.00
H 1.0122 0.6873 -2.4185 0.3 0.2 -0.1 0.00
H 1.8198 -2.8963 -3.2752 0.0 0.0 0.1 0.00
C 0.8291 -0.7436 4.1021 -0.1 0.0 0.6 0.00
C 0.2433 0.1451 5.1965 0.5 0.2 -0.3 0.00
O 1.2525 1.0109 5.6672 0.4 0.0 0.4 0.00
O -0.1788 -1.6700 3.6124 0.4 0.6 -0.6 0.00
H 1.6665 -1.2972 4.5346 -0.1 -0.1 -0.2 0.00
H 1.2086 -0.1638 3.2692 -0.2 0.1 -0.1 0.00
H -0.0224 -0.4939 6.0420 -0.3 0.1 0.0 0.00
H -0.5900 0.7462 4.8383 -0.3 -0.3 -0.1 0.00
H 1.3743 1.7120 5.0205 -0.1 0.0 -0.2 0.00
H -0.5015 -2.1599 4.3765 -0.4 -0.1 -0.3 0.00
C -5.4101 -3.2013 -1.6180 -0.1 0.7 0.1 0.00
C -4.8182 -2.5570 -0.3678 0.1 -1.0 -0.5 0.00
O -3.7465 -1.7135 -0.7039 0.1 0.0 0.0 0.00
O -6.0516 -2.2606 -2.4158 -0.1 0.4 -0.7 0.00
H -6.1854 -3.9188 -1.3329 0.2 -0.3 0.1 0.00
H -4.5840 -3.6953 -2.1572 -0.1 -0.2 0.0 0.00
H -4.4326 -3.4014 0.2293 0.0 0.5 0.3 0.00
H -5.6020 -2.0161 0.1666 0.0 0.0 0.1 0.00
H -4.0968 -0.9244 -1.1800 0.4 -0.3 0.3 0.00
H -5.4093 -1.6088 -2.8382 -0.2 -0.2 0.4 0.00
C 0.7493 3.6487 3.1378 0.0 -0.3 -0.7 0.00
C 1.8024 3.8825 2.0661 -0.3 0.3 -0.2 0.00
O 1.1845 4.2279 0.8327 -0.1 -0.5 -0.2 0.00
O 0.1206 2.3662 3.0038 0.2 0.3 -0.4 0.00
H 0.0420 4.4797 2.9956 -0.1 -0.2 0.4 0.00
H 1.1927 3.7058 4.1356 -0.1 0.0 0.0 0.00
H 2.4452 2.9989 1.9620 0.1 0.1 0.0 0.00
H 2.4033 4.7647 2.3087 0.1 -0.2 0.2 0.00
H 0.6549 3.4672 0.5173 0.1 0.2 0.1 0.00
H -0.1472 2.2121 2.0471 0.0 0.5 1.0 0.00
C -2.3217 4.5802 -0.6095 0.0 0.0 0.1 0.00
C -1.5136 4.5602 -1.8918 -0.4 0.3 -1.0 0.00
O -0.8513 3.3152 -2.0839 0.4 0.6 0.9 0.03
O -3.0562 3.3709 -0.4590 0.9 0.2 -0.1 0.02
H -3.0106 5.4244 -0.6809 0.1 0.1 0.1 0.00
H -1.6811 4.6955 0.2698 0.1 0.1 -0.1 0.00
H -0.8211 5.4098 -1.9099 0.1 -0.2 0.3 0.00
H -2.1792 4.7014 -2.7546 -0.1 -0.1 0.2 0.00
H -0.0776 3.4259 -2.6411 0.0 -0.2 -0.1 0.00
H -3.9911 3.5152 -0.2982 -0.1 -0.4 -0.4 0.00
```
Positions in Å, forces in eV/Å.